i | The following is a quantum chemistry calculation of C5H6N4 in the gas phase, from the Open Molecules 2025 dataset.

Last columns: bonded neighbours and bond lengths (Å).
Element x y z (Å)
1 C -2.59901 0.54505 -0.17451  C3 1.492, N6 1.134
2 C -0.90113 -1.50499 0.03838  C3 1.655, C4 1.351, H10 1.061
3 C -1.20026 0.06886 -0.37882  C1 1.492, C2 1.655, N8 1.447, H11 1.074
4 C 0.40426 -1.79046 0.23695  C2 1.351, N7 1.361, H12 1.075
5 C 1.32560 0.34066 0.09938  N7 1.286, N8 1.450, N9 1.379
6 N -3.67142 0.70495 0.15890  C1 1.134
7 N 1.45555 -0.93839 0.09637  C4 1.361, C5 1.286
8 N -0.04232 0.82029 0.05390  C3 1.447, C5 1.450, H13 1.045
9 N 2.30352 1.29461 -0.09003  C5 1.379, H14 1.080, H15 0.960
10 H -1.71035 -2.13604 0.30863  C2 1.061
11 H -1.18947 0.20209 -1.44414  C3 1.074
12 H 0.76595 -2.79517 0.35746  C4 1.075
13 H -0.19968 1.70773 0.58248  N8 1.045
14 H 2.07845 2.35031 -0.10971  N9 1.080
15 H 3.18030 1.13052 0.26476  N9 0.960

Values from the calculation:
- E_HOMO: -8.469 eV
- SMILES: N#C[C@@H]1C=CN=C(N)N1
- E_LUMO: 0.50 eV
- Total charge: 0

=====

ii | The following is a quantum chemistry calculation of C5H6N4 in the gas phase, from the Open Molecules 2025 dataset.

Last columns: bonded neighbours and bond lengths (Å).
Element x y z (Å)
1 C 2.34198 -0.72329 -0.34461  C2 1.456, H6 1.103, H7 1.110, H8 1.015
2 C 0.97127 -0.33741 -0.03867  C1 1.456, N12 1.348, N15 1.345
3 C -1.16408 -0.39949 0.69589  C4 1.454, C5 1.563, H9 1.087, N12 1.452
4 C -2.26333 -0.99550 -0.04670  C3 1.454, N13 1.143
5 C -0.82443 1.00680 0.10413  C3 1.563, N14 1.280, N15 1.338
6 H 3.05980 -0.24551 0.34261  C1 1.103
7 H 2.45208 -0.35758 -1.38663  C1 1.110
8 H 2.47091 -1.72490 -0.24554  C1 1.015
9 H -1.40381 -0.31038 1.75241  C3 1.087
10 H -2.52830 1.99887 0.04892  N14 0.988
11 H 1.04156 1.77564 -0.33697  N15 1.044
12 N 0.03978 -1.17556 0.45831  C2 1.348, C3 1.452
13 N -3.11224 -1.43242 -0.67579  C4 1.143
14 N -1.56760 2.00860 -0.18243  C5 1.280, H10 0.988
15 N 0.48640 0.91214 -0.14491  C2 1.345, C5 1.338, H11 1.044

Values from the calculation:
- E_HOMO: -9.387 eV
- SMILES: [H]/N=C1/NC(C)=N[C@@H]1C#N
- E_LUMO: 0.57 eV
- Total charge: 0

=====

Least stable = i